Here is a 14-piece molecular cluster, C56H154N14O14 overall at a distorted geometry from the Open Molecules 2025 dataset. Energies are from the ωB97M-V functional and the def2-TZVPD basis.

The calculated total energy is -110084.58743 eV. The calculation puts the energy above the lowest of the compared OMol25 structures with the same formula, charge and spin at 579.9 kJ/mol. The calculation puts the HOMO energy at -8.5242 eV. Its maximum force is 3.46 eV/A.

Geometry (Å):
C  -1.89  -5.37  -2.14
C  -1.85  -6.25  -3.35
C  -1.30  -5.51  -4.67
O  0.03  -4.98  -4.41
C  0.60  -4.31  -5.51
N  -1.18  -7.45  -2.99
H  -0.93  -4.98  -1.78
H  -2.32  -6.01  -1.37
H  -2.59  -4.58  -2.40
H  -2.90  -6.40  -3.63
H  -1.94  -4.66  -4.90
H  -1.36  -6.13  -5.57
H  0.17  -3.35  -5.81
H  0.53  -4.84  -6.45
H  1.68  -4.25  -5.37
H  -1.30  -8.16  -3.70
H  -0.21  -7.28  -3.21
C  4.21  -0.62  5.33
C  4.75  -1.65  4.43
C  5.99  -2.45  4.90
O  6.44  -3.28  3.80
C  7.70  -3.91  4.10
N  3.64  -2.57  4.12
H  4.90  0.19  5.61
H  3.98  -1.08  6.29
H  3.30  -0.09  5.07
H  4.93  -1.12  3.50
H  5.77  -2.99  5.82
H  6.76  -1.73  5.19
H  8.04  -4.42  3.20
H  7.64  -4.58  4.96
H  8.43  -3.19  4.45
H  4.14  -3.38  3.79
H  3.19  -2.82  4.99
C  3.44  6.58  -0.54
C  3.33  5.10  -0.29
C  2.16  4.66  0.54
O  2.25  5.19  1.83
C  1.74  4.39  2.85
N  3.31  4.40  -1.58
H  3.51  7.19  0.36
H  2.58  6.95  -1.10
H  4.32  6.88  -1.11
H  4.32  4.91  0.13
H  2.23  3.57  0.60
H  1.26  4.97  0.01
H  1.95  4.90  3.79
H  2.10  3.36  2.88
H  0.67  4.24  2.75
H  3.59  3.48  -1.29
H  4.16  4.71  -2.02
C  0.27  -1.73  5.38
C  -0.56  -2.58  4.41
C  0.30  -3.69  3.79
O  -0.58  -4.57  3.07
C  0.17  -5.33  2.13
N  -1.68  -3.09  5.18
H  0.75  -2.13  6.27
H  -0.30  -0.89  5.79
H  1.07  -1.27  4.80
H  -0.99  -1.97  3.62
H  0.87  -4.29  4.50
H  0.98  -3.18  3.12
H  -0.58  -5.98  1.69
H  0.96  -5.91  2.61
H  0.61  -4.77  1.30
H  -2.02  -3.89  4.67
H  -1.34  -3.60  5.99
C  -4.73  -4.78  -6.09
C  -5.76  -3.69  -5.73
C  -5.22  -2.28  -5.37
O  -4.54  -2.40  -4.12
C  -3.80  -1.22  -3.78
N  -6.69  -3.67  -6.76
H  -5.12  -5.80  -6.09
H  -3.96  -4.79  -5.33
H  -4.34  -4.59  -7.09
H  -6.42  -4.12  -4.97
H  -5.97  -1.49  -5.42
H  -4.55  -1.95  -6.17
H  -3.47  -1.35  -2.75
H  -4.33  -0.27  -3.76
H  -2.95  -1.06  -4.45
H  -7.33  -2.91  -6.59
H  -7.18  -4.53  -6.59
C  2.99  -6.49  -2.16
C  2.47  -5.29  -1.34
C  3.38  -4.81  -0.22
O  3.48  -5.67  0.94
C  4.39  -5.17  1.92
N  2.31  -4.20  -2.28
H  3.87  -6.16  -2.70
H  2.31  -6.92  -2.90
H  3.24  -7.31  -1.49
H  1.51  -5.54  -0.89
H  3.05  -3.83  0.11
H  4.36  -4.62  -0.67
H  4.33  -5.72  2.85
H  4.26  -4.15  2.27
H  5.43  -5.37  1.66
H  1.75  -3.53  -1.77
H  1.68  -4.48  -3.01
C  0.97  2.26  6.15
C  0.38  3.32  7.09
C  -1.05  3.83  6.59
O  -0.86  4.38  5.26
C  -0.47  5.73  5.27
N  0.24  2.77  8.43
H  0.33  1.42  5.87
H  1.77  1.75  6.70
H  1.23  2.73  5.20
H  1.13  4.11  7.09
H  -1.47  4.48  7.35
H  -1.71  2.99  6.40
H  0.55  5.84  5.65
H  -1.18  6.38  5.76
H  -0.50  6.15  4.26
H  -0.39  2.00  8.25
H  -0.29  3.37  9.04
C  -6.13  -4.65  -0.82
C  -6.16  -3.12  -0.78
C  -4.92  -2.50  -0.17
O  -4.73  -2.75  1.30
C  -3.40  -2.42  1.75
N  -6.38  -2.70  -2.15
H  -5.72  -5.03  0.12
H  -5.47  -5.08  -1.57
H  -7.16  -5.00  -0.94
H  -6.99  -2.79  -0.17
H  -5.07  -1.42  -0.22
H  -3.99  -2.69  -0.69
H  -3.38  -2.71  2.81
H  -3.16  -1.37  1.62
H  -2.61  -3.00  1.27
H  -7.14  -3.28  -2.49
H  -5.63  -3.03  -2.74
C  1.14  -0.90  1.34
C  1.08  -0.11  0.03
C  -0.13  -0.46  -0.80
O  0.22  -1.65  -1.44
C  -0.76  -2.17  -2.29
N  1.18  1.27  0.42
H  1.54  -1.91  1.19
H  0.16  -0.91  1.81
H  1.78  -0.44  2.09
H  1.97  -0.31  -0.58
H  -0.22  0.33  -1.54
H  -1.08  -0.43  -0.27
H  -1.63  -2.49  -1.72
H  -0.29  -3.03  -2.76
H  -1.13  -1.54  -3.11
H  0.94  1.91  -0.32
H  0.52  1.54  1.14
C  -0.72  0.15  -6.71
C  0.54  0.87  -6.07
C  1.21  0.01  -4.97
O  2.19  0.75  -4.20
C  3.08  0.01  -3.36
N  1.53  1.07  -7.13
H  -1.46  0.10  -5.91
H  -0.58  -0.90  -6.96
H  -1.04  0.73  -7.58
H  0.20  1.82  -5.66
H  1.70  -0.91  -5.28
H  0.53  -0.40  -4.22
H  3.76  0.56  -2.72
H  3.79  -0.65  -3.87
H  2.54  -0.67  -2.71
H  1.42  2.03  -7.44
H  2.35  1.23  -6.56
C  -3.94  8.89  3.41
C  -2.57  8.91  2.74
C  -2.35  7.79  1.71
O  -1.16  7.87  0.92
C  -0.85  6.68  0.21
N  -2.38  10.17  2.08
H  -4.22  7.91  3.79
H  -4.70  9.25  2.72
H  -3.94  9.62  4.22
H  -1.83  8.84  3.54
H  -3.10  7.73  0.92
H  -2.46  6.84  2.24
H  -1.62  6.18  -0.37
H  -0.48  5.97  0.96
H  -0.12  6.92  -0.57
H  -1.67  9.93  1.42
H  -3.13  10.38  1.44
C  4.37  1.68  2.04
C  4.99  1.20  0.75
C  4.94  -0.36  0.62
O  5.35  -0.65  -0.70
C  5.49  -2.05  -0.94
N  4.23  1.74  -0.35
H  3.45  1.10  2.21
H  4.17  2.74  2.16
H  5.07  1.35  2.81
H  5.99  1.61  0.61
H  3.89  -0.62  0.76
H  5.45  -0.92  1.40
H  5.55  -2.70  -0.06
H  6.42  -2.17  -1.50
H  4.59  -2.35  -1.48
H  3.23  1.58  -0.28
H  4.35  1.04  -1.07
C  -4.16  2.40  0.24
C  -3.51  3.28  1.33
C  -1.98  2.98  1.41
O  -1.66  1.58  1.62
C  -2.20  1.05  2.80
N  -3.83  4.68  0.98
H  -3.81  2.67  -0.76
H  -5.23  2.57  0.19
H  -4.11  1.34  0.49
H  -4.02  3.17  2.29
H  -1.54  3.54  2.23
H  -1.40  3.38  0.58
H  -1.82  1.65  3.62
H  -1.81  0.06  3.02
H  -3.29  1.11  2.80
H  -3.49  5.06  0.10
H  -4.83  4.82  0.98
C  0.49  4.41  -3.87
C  -0.22  3.58  -2.70
C  -1.36  2.66  -3.13
O  -2.42  3.50  -3.59
C  -3.46  2.84  -4.26
N  0.84  2.84  -2.04
H  1.29  5.04  -3.49
H  -0.15  5.17  -4.32
H  0.86  3.81  -4.70
H  -0.59  4.35  -2.03
H  -1.68  1.96  -2.35
H  -0.91  2.09  -3.95
H  -3.34  2.95  -5.34
H  -4.44  3.14  -3.88
H  -3.43  1.77  -4.08
H  1.29  2.16  -2.64
H  1.51  3.58  -1.91

Atomic partial charges in e from the Mulliken method, atoms 1 to 4: -0.325 0.268 -1.076 -0.091